# C39H42N3O7OsPS2

A structure of composition C39H42N3O7OsPS2 (ωB97M-V/def2-TZVPD, the Open Molecules 2025 dataset).

2S+1   5
Total charge   +2
Expectation value of S²   6.024
LUMO energy (alpha / beta)   -5.373 / -8.043 eV
Energy relative to the best compared isomer or geometry (same formula, charge and spin)   57.1 kJ/mol
Orbital gap (alpha / beta)   8.11 / 5.63 eV
E   -93339.207 eV
Strongest force on any atom   3.13 eV/A

Positions of all 95 atoms, in Å:
Os -0.199 -0.323 -0.016
N -1.048 -2.901 1.860
P -0.093 -1.509 2.031
C 1.553 -2.178 2.392
C 2.653 -1.324 2.306
C 3.904 -1.782 2.680
C 4.062 -3.089 3.122
C 2.972 -3.944 3.179
C 1.713 -3.492 2.822
C -0.653 -0.764 3.583
C -2.019 -0.644 3.837
C -2.445 -0.006 4.989
C -1.521 0.530 5.874
C -0.164 0.415 5.616
C 0.275 -0.229 4.474
C -1.418 -3.311 0.594
C -2.367 -4.315 0.381
C -2.670 -4.671 -0.915
C -2.001 -4.061 -1.973
C -1.082 -3.079 -1.673
N -0.805 -2.716 -0.426
H -1.718 -3.136 2.586
H 2.508 -0.311 1.951
H 4.755 -1.118 2.646
H 5.037 -3.445 3.424
H 3.097 -4.962 3.517
H 0.855 -4.147 2.880
H -2.737 -1.044 3.134
H -3.501 0.075 5.199
H -1.859 1.029 6.768
H 0.558 0.824 6.307
H 1.332 -0.334 4.275
H -2.857 -4.784 1.220
H -3.428 -5.415 -1.109
H -2.205 -4.325 -2.998
H -0.540 -2.555 -2.448
C 6.399 -2.172 -1.190
O 5.888 -1.540 -2.348
C 4.627 -1.140 -2.389
C 4.200 -0.581 -3.622
C 2.915 -0.148 -3.780
C 1.968 -0.201 -2.732
C 0.643 0.324 -2.906
C 0.184 0.778 -4.263
O -0.171 0.466 -1.963
C 2.390 -0.781 -1.476
O 1.609 -0.942 -0.462
C 3.719 -1.235 -1.345
H 7.417 -2.465 -1.443
H 5.816 -3.060 -0.933
H 6.414 -1.483 -0.341
H 4.919 -0.527 -4.423
H 2.620 0.260 -4.732
H 0.756 1.641 -4.599
H -0.866 1.058 -4.201
H 0.299 -0.013 -5.001
H 3.981 -1.668 -0.393
O -3.414 -1.651 1.145
S -3.365 -0.700 0.070
O -3.246 -1.232 -1.252
N -2.040 0.312 0.356
C -2.437 1.580 0.595
O -1.656 2.489 0.858
C -3.904 1.745 0.550
C -4.590 2.926 0.803
C -5.975 2.877 0.843
C -6.651 1.683 0.633
C -5.965 0.505 0.343
C -4.592 0.568 0.294
H -4.043 3.840 0.977
H -6.542 3.771 1.051
H -7.728 1.659 0.699
H -6.491 -0.421 0.171
C -0.385 4.556 2.997
C 0.918 5.047 2.381
C 1.768 3.898 1.873
S 0.835 3.001 0.548
O 1.337 1.602 0.650
C 1.648 3.658 -0.992
C 0.703 4.655 -1.639
C -0.643 4.024 -1.970
H -1.026 5.401 3.239
H -0.196 3.999 3.912
H -0.912 3.903 2.303
H 1.480 5.601 3.137
H 0.698 5.737 1.564
H 1.929 3.150 2.646
H 2.724 4.235 1.479
H 1.813 2.789 -1.628
H 2.609 4.099 -0.739
H 1.170 5.036 -2.551
H 0.552 5.503 -0.971
H -0.518 3.195 -2.661
H -1.300 4.761 -2.422
H -1.119 3.650 -1.066

Forces on the atoms, in the same order (eV/Å):
1.62 0.54 -1.48
-0.26 0.47 0.11
0.42 -1.51 1.86
0.04 0.48 -0.35
-0.15 -0.04 0.01
0.05 0.08 0.05
-0.06 -0.03 -0.06
0.04 0.00 0.07
-0.24 0.10 -0.07
-0.09 0.24 -0.45
-0.02 0.01 -0.10
-0.03 -0.02 0.02
0.04 -0.05 -0.05
0.03 0.02 0.01
0.09 -0.10 -0.16
-0.12 -0.79 -0.54
0.22 0.08 0.00
0.13 0.10 0.12
0.24 0.23 0.02
-0.22 -0.51 -0.66
0.12 0.63 0.80
0.23 0.20 -0.01
0.14 0.09 -0.01
0.05 0.05 -0.03
0.06 0.00 0.00
0.01 -0.06 0.02
0.04 -0.06 0.00
-0.07 0.03 0.06
-0.10 0.00 0.00
-0.04 0.05 0.10
0.05 0.02 0.07
0.07 0.05 0.08
-0.06 -0.02 0.10
-0.01 -0.09 0.02
0.00 0.00 -0.06
0.01 0.05 -0.13
0.21 -0.24 0.45
-0.27 0.20 -0.42
-0.43 0.21 -0.15
-0.11 0.01 -0.04
0.44 -0.13 -0.02
-0.64 -0.16 0.98
1.63 -0.22 -1.03
-0.32 0.04 0.27
-1.07 -0.33 1.45
1.45 0.34 -1.90
-1.49 0.02 1.12
-0.49 -0.01 0.36
-0.13 0.04 0.07
0.02 0.05 -0.07
0.00 0.00 -0.06
0.03 0.03 -0.11
0.01 0.06 -0.11
0.08 0.04 0.00
0.01 0.01 -0.01
0.07 -0.05 -0.02
0.08 -0.05 0.07
-0.44 0.38 0.03
-0.72 -0.67 0.10
-0.24 0.44 -0.12
-0.08 -1.36 -0.49
0.24 2.76 0.78
-1.38 -1.37 -0.16
-0.29 0.06 -0.06
0.11 -0.23 -0.01
0.09 0.03 -0.02
0.14 -0.27 -0.08
-0.22 -0.23 -0.08
0.93 0.21 0.07
0.04 0.06 0.05
-0.02 0.10 0.02
-0.10 0.00 -0.04
-0.08 -0.07 -0.01
0.02 0.09 -0.06
-0.18 0.02 0.23
-0.23 0.05 -0.56
1.32 2.81 -0.38
0.07 -2.91 0.10
-0.17 0.16 0.68
-0.11 -0.06 -0.12
0.08 0.24 0.02
-0.10 0.00 0.07
0.02 -0.07 0.13
-0.14 0.10 0.13
0.10 0.04 -0.19
0.09 0.10 -0.02
-0.01 -0.16 0.00
0.12 -0.11 -0.03
-0.04 -0.19 0.08
0.09 -0.07 0.03
0.03 0.08 0.10
0.06 0.12 -0.03
-0.04 -0.13 -0.15
-0.13 0.01 -0.11
-0.14 0.00 -0.07

# C39H42N6O6S4V

A structure of composition C39H42N6O6S4V (ωB97M-V/def2-TZVPD, the Open Molecules 2025 dataset).

2S+1   3
Total charge   -1
Expectation value of S²   2.029
LUMO energy (alpha / beta)   2.177 / 2.177 eV
Energy relative to the best compared isomer or geometry (same formula, charge and spin)   56.1 kJ/mol
Orbital gap (alpha / beta)   6.04 / 6.07 eV
E   -131382.618 eV
Strongest force on any atom   1.62 eV/A

Positions of all 98 atoms, in Å:
V -0.694 -0.810 1.129
C 2.889 4.609 -3.477
O 2.991 3.270 -3.018
C 3.842 3.035 -1.978
C 4.946 3.815 -1.688
C 5.738 3.515 -0.581
C 5.408 2.433 0.218
C 4.300 1.645 -0.077
C 3.501 1.936 -1.180
N 2.343 1.240 -1.553
C 1.607 0.395 -0.707
N 2.323 -0.667 -0.334
C 2.177 -1.656 0.673
C 0.997 -1.930 1.368
C 1.081 -2.980 2.304
C 2.253 -3.678 2.550
C 3.418 -3.359 1.864
C 3.366 -2.350 0.928
O 4.463 -1.970 0.184
C 5.728 -2.135 0.795
N 0.355 0.665 -0.425
C 0.016 2.032 -0.741
C -0.743 2.339 -1.858
C -1.090 3.651 -2.181
C -0.656 4.689 -1.383
C 0.178 4.424 -0.300
C 0.548 3.118 -0.003
O 1.480 2.821 0.912
C 1.844 3.827 1.848
H 1.974 4.669 -4.057
H 3.735 4.881 -4.112
H 2.830 5.305 -2.638
H 5.201 4.655 -2.322
H 6.594 4.136 -0.349
H 6.013 2.194 1.086
H 4.026 0.827 0.579
H 1.779 1.758 -2.206
H 3.193 -0.751 -0.831
H 0.199 -3.246 2.865
H 2.270 -4.468 3.292
H 4.342 -3.891 2.058
H 6.420 -1.481 0.268
H 6.084 -3.165 0.715
H 5.693 -1.854 1.850
H -1.067 1.534 -2.499
H -1.696 3.845 -3.058
H -0.929 5.714 -1.612
H 0.562 5.242 0.297
H 2.407 3.322 2.626
H 0.958 4.281 2.299
H 2.463 4.595 1.372
O -0.595 -0.304 8.048
C -0.618 -0.376 6.838
S -1.618 -1.521 5.937
C -1.144 -1.002 4.328
C -0.234 -0.018 4.253
S 0.285 0.649 2.745
S 0.372 0.627 5.772
S -1.902 -1.690 2.930
C -2.841 2.054 1.647
N -3.310 0.872 0.929
C -4.391 0.239 1.690
C -3.836 1.290 -0.373
C -4.683 0.258 -1.121
N -4.116 -1.050 -1.370
C -5.141 -1.969 -1.821
C -2.992 -1.024 -2.277
H -3.657 2.786 1.774
H -2.027 2.533 1.104
H -2.467 1.765 2.625
H -5.306 0.855 1.645
H -4.092 0.139 2.726
H -4.587 -0.760 1.307
H -3.006 1.643 -0.980
H -4.518 2.145 -0.233
H -4.983 0.741 -2.070
H -5.595 0.095 -0.546
H -5.578 -1.678 -2.795
H -5.943 -2.020 -1.083
H -4.717 -2.970 -1.925
H -3.207 -0.431 -3.187
H -2.743 -2.039 -2.589
H -2.117 -0.626 -1.773
O -3.467 -2.880 0.694
C -2.487 -3.054 0.018
N -1.385 -2.193 -0.154
C -0.596 -2.723 -1.181
O 0.322 -2.177 -1.744
C -1.124 -4.078 -1.561
C -0.630 -5.043 -2.412
C -1.359 -6.222 -2.538
C -2.550 -6.405 -1.838
C -3.033 -5.420 -0.980
C -2.288 -4.267 -0.854
H 0.296 -4.884 -2.951
H -0.996 -7.012 -3.184
H -3.104 -7.328 -1.966
H -3.951 -5.549 -0.415

Forces on the atoms, in the same order (eV/Å):
0.09 1.40 0.19
0.02 -0.10 0.01
-0.16 0.26 -0.22
0.05 0.09 0.05
0.13 0.03 0.05
-0.07 -0.04 -0.01
0.04 0.00 -0.03
-0.09 -0.03 0.01
0.00 -0.24 0.19
0.25 -0.08 0.04
-0.29 0.19 0.02
-0.08 -0.07 0.27
-0.21 0.00 -0.01
0.87 -0.31 -0.13
0.06 0.04 -0.06
-0.06 0.06 -0.03
0.00 -0.13 0.11
-0.04 -0.04 0.00
0.27 0.13 -0.04
-0.02 -0.01 -0.06
0.55 0.06 0.32
0.00 -0.20 -0.09
-0.16 0.01 0.12
-0.06 -0.07 -0.09
0.06 0.06 0.05
-0.11 0.02 -0.08
-0.09 -0.03 -0.25
0.09 -0.08 0.54
-0.01 -0.21 -0.08
-0.04 -0.03 -0.03
0.06 -0.01 -0.02
-0.01 -0.01 0.05
-0.05 -0.02 0.03
-0.01 -0.04 -0.02
-0.08 0.01 -0.05
0.06 0.08 -0.05
-0.06 0.11 -0.05
0.08 -0.01 -0.08
-0.07 0.02 0.04
-0.03 0.01 -0.02
-0.06 0.03 -0.02
0.00 0.00 -0.04
-0.02 -0.03 0.00
-0.02 0.01 0.00
-0.10 -0.21 0.01
0.00 -0.02 0.05
0.00 -0.06 0.02
-0.02 -0.05 -0.06
0.04 -0.04 -0.04
0.00 -0.02 -0.03
-0.02 -0.02 0.01
-0.01 -0.02 -0.34
0.06 -0.02 0.32
-0.03 0.01 -0.01
0.04 0.04 -0.05
-0.04 0.00 0.11
0.22 0.49 -0.05
-0.03 0.01 -0.03
-0.66 -0.46 0.46
-0.09 -0.03 -0.08
-0.23 -0.14 -0.14
0.14 0.02 0.01
0.15 -0.33 -0.03
0.02 -0.05 0.07
-0.12 0.17 -0.19
0.11 0.02 0.04
-0.15 0.28 -0.20
-0.03 0.03 0.01
0.02 0.02 -0.06
0.06 -0.05 0.05
-0.01 0.01 0.03
0.09 -0.04 0.13
0.00 0.01 -0.03
0.07 0.01 -0.10
-0.02 0.16 0.01
-0.06 0.05 -0.07
-0.06 0.05 -0.06
-0.02 0.02 0.00
0.01 -0.01 0.00
-0.02 0.04 0.01
0.00 -0.03 -0.03
-0.03 0.04 -0.02
0.08 0.25 -0.13
-0.01 -0.03 0.43
0.37 0.03 -0.13
-0.51 -1.33 -0.77
-0.50 0.00 0.31
0.39 0.23 -0.11
0.00 0.03 0.19
0.08 -0.03 -0.13
0.02 0.04 -0.02
-0.05 0.05 0.00
-0.16 -0.06 0.07
0.12 0.08 0.09
-0.02 0.00 0.01
-0.02 0.02 -0.01
0.02 0.00 0.03
0.08 0.00 -0.06